The following is a quantum chemistry calculation of one molecule with the formula CH2N2P2, from the OMol25 dataset.

The geometry in XYZ format:
```
7
Properties=species:S:1:pos:R:3
C -0.680 0.527 -0.385
P -0.299 -1.345 -0.338
P 1.751 -0.830 0.317
N 1.534 0.732 0.212
N 0.263 1.272 -0.051
H -1.675 0.721 -0.797
H -0.894 -1.076 1.041
```

Computed properties:
Net charge: 0
Molecular weight: 103.99 g/mol
Calculated total energy: -831.42804 hartree
Highest occupied orbital energy: -0.3518 Ha
2S+1: 1
Gap between HOMO and LUMO: 0.3178 Eh
Lowest unoccupied orbital energy: -0.9 eV



The following is a quantum chemistry calculation of one molecule with the formula CH2N2P2, from the OMol25 dataset.

The geometry in XYZ format:
```
7
Properties=species:S:1:pos:R:3
H 1.718 1.264 1.753
P 0.265 0.847 1.399
N 0.128 0.895 -0.176
C -0.288 0.259 -1.138
P -0.854 -1.790 -0.541
N -0.216 -2.208 0.748
H -0.753 0.733 -2.044
```

Computed properties:
Net charge: 0
Molecular weight: 103.99 g/mol
Calculated total energy: -831.37869 hartree
Highest occupied orbital energy (alpha / beta): -0.3141 / -0.3141 Ha
2S+1: 1
Gap between HOMO and LUMO (alpha / beta): 0.2736 / 0.2737 Eh
Lowest unoccupied orbital energy (alpha / beta): -1.1 / -1.1 eV



The following is a quantum chemistry calculation of one molecule with the formula CH2N2S3, from the OMol25 dataset.

The geometry in XYZ format:
```
8
Properties=species:S:1:pos:R:3
C 1.092 -0.866 -0.373
N 1.182 0.326 0.024
N 0.136 0.844 0.650
S -0.390 -1.776 -0.133
S -1.441 0.029 0.626
S -2.586 0.949 -0.607
H 1.906 -1.360 -0.865
H 0.100 1.854 0.678
```

Computed properties:
Net charge: 0
Molecular weight: 138.24 g/mol
Calculated total energy: -1343.31492 hartree
Highest occupied orbital energy: -0.3280 Ha
2S+1: 1
Gap between HOMO and LUMO: 0.2997 Eh
Lowest unoccupied orbital energy: -0.8 eV



The following is a quantum chemistry calculation of an isolated ion of composition CH2N3 and charge +1, from the OMol25 dataset.

The geometry in XYZ format:
```
6
Properties=species:S:1:pos:R:3
H -0.590 1.259 0.000
N 0.355 0.883 0.000
C 0.646 -0.321 -0.001
N 2.032 -0.282 0.000
N 3.025 0.167 0.000
H 0.146 -1.288 0.000
```

Computed properties:
Net charge: +1
Molecular weight: 56.05 g/mol
Calculated total energy: -203.19379 hartree
Highest occupied orbital energy: -0.6544 Ha
2S+1: 1
Gap between HOMO and LUMO: 0.3905 Eh
Lowest unoccupied orbital energy: -7.2 eV



The following is a quantum chemistry calculation of CH2N3O3 as an isolated structure, from the OMol25 dataset.

The geometry in XYZ format:
```
9
Properties=species:S:1:pos:R:3
C -0.769 2.367 -0.450
N -0.162 -1.430 1.085
N -0.293 1.322 -0.111
N 0.579 -1.744 0.128
O 1.007 -0.758 -0.656
O -1.351 3.373 -0.605
O 0.926 -2.863 -0.061
H -0.375 -0.476 1.003
H 0.438 0.208 -0.334
```

Computed properties:
Net charge: -1
Molecular weight: 104.05 g/mol
Calculated total energy: -429.26501 hartree
Highest occupied orbital energy: -0.2075 Ha
2S+1: 1
Gap between HOMO and LUMO: 0.3522 Eh
Lowest unoccupied orbital energy: 3.9 eV



The following is a quantum chemistry calculation of CH2N3O3 as an isolated structure, from the OMol25 dataset.

The geometry in XYZ format:
```
9
Properties=species:S:1:pos:R:3
C -0.463 -1.843 -0.029
N -0.244 0.110 -0.149
N 1.096 0.533 -0.159
N -1.112 1.059 -0.138
O 0.613 -2.279 -0.136
O -0.794 2.338 -0.114
O -1.584 -1.952 0.237
H 1.471 0.375 0.730
H 1.016 1.659 -0.241
```

Computed properties:
Net charge: -1
Molecular weight: 104.05 g/mol
Calculated total energy: -429.15732 hartree
Highest occupied orbital energy (alpha / beta): -0.0340 / -0.1443 Ha
2S+1: 3
Gap between HOMO and LUMO (alpha / beta): 0.1892 / 0.2742 Eh
Lowest unoccupied orbital energy (alpha / beta): 4.2 / 3.5 eV



The following is a quantum chemistry calculation of one molecule with the formula CH2N3P, from the OMol25 dataset.

The geometry in XYZ format:
```
7
Properties=species:S:1:pos:R:3
C 0.488 0.727 -0.118
P 0.526 -0.946 -0.441
N -0.971 -1.247 0.077
N -1.589 0.110 0.170
N -0.790 1.064 -0.037
H 1.137 1.692 -0.284
H 1.200 -1.400 0.634
```

Computed properties:
Net charge: 0
Molecular weight: 87.02 g/mol
Calculated total energy: -544.78315 hartree
Highest occupied orbital energy: -0.3793 Ha
2S+1: 1
Gap between HOMO and LUMO: 0.3276 Eh
Lowest unoccupied orbital energy: -1.4 eV



The following is a quantum chemistry calculation of a 2-piece molecular cluster, CH2N4 overall, from the OMol25 dataset.

The geometry in XYZ format:
```
7
Properties=species:S:1:pos:R:3
N 0.118 -0.076 1.529
C -0.516 -0.627 0.660
N -0.824 -1.207 -0.330
H 0.351 0.969 1.584
H -1.627 -1.832 -0.723
N 0.776 1.373 -1.650
N 1.721 1.401 -1.070
```

Computed properties:
Net charge: 0
Molecular weight: 70.05 g/mol
Calculated total energy: -258.32831 hartree
Highest occupied orbital energy: -0.3634 Ha
2S+1: 1
Gap between HOMO and LUMO: 0.4020 Eh
Lowest unoccupied orbital energy: 1.0 eV



The following is a quantum chemistry calculation of one molecule with the formula CH2N4, from the OMol25 dataset.

The geometry in XYZ format:
```
7
Properties=species:S:1:pos:R:3
C 0.120 -0.072 0.765
N 1.344 -0.079 0.419
N 1.202 0.074 -0.982
N 0.005 0.132 -1.360
N -0.717 -0.062 -0.327
H -0.277 -0.046 1.797
H -1.678 0.053 -0.311
```

Computed properties:
Net charge: 0
Molecular weight: 70.05 g/mol
Calculated total energy: -258.27139 hartree
Highest occupied orbital energy: -0.3980 Ha
2S+1: 1
Gap between HOMO and LUMO: 0.4245 Eh
Lowest unoccupied orbital energy: 0.7 eV



The following is a quantum chemistry calculation of one molecule with the formula CH2N4O, from the OMol25 dataset.

The geometry in XYZ format:
```
8
Properties=species:S:1:pos:R:3
N 0.950 0.633 0.800
C -0.019 0.089 0.056
N 0.308 -0.913 -0.837
N -0.769 -1.266 -1.394
O -1.756 -0.508 -0.918
N -1.302 0.370 0.042
H 0.683 1.289 1.526
H 1.906 0.305 0.725
```

Computed properties:
Net charge: 0
Molecular weight: 86.05 g/mol
Calculated total energy: -333.49025 hartree
Highest occupied orbital energy: -0.3624 Ha
2S+1: 1
Gap between HOMO and LUMO: 0.3856 Eh
Lowest unoccupied orbital energy: 0.6 eV



The following is a quantum chemistry calculation of one molecule with the formula CH2N4O, from the OMol25 dataset.

The geometry in XYZ format:
```
8
Properties=species:S:1:pos:R:3
H 2.380 0.741 0.016
N 2.095 -0.209 -0.130
C 0.775 -0.054 -0.022
N -0.001 0.917 0.121
N -1.384 0.749 -0.025
N -1.506 -0.541 -0.198
O -0.246 -1.092 0.205
H 0.509 1.899 0.100
```

Computed properties:
Net charge: 0
Molecular weight: 86.05 g/mol
Calculated total energy: -333.42163 hartree
Highest occupied orbital energy: -0.3635 Ha
2S+1: 1
Gap between HOMO and LUMO: 0.3552 Eh
Lowest unoccupied orbital energy: -0.2 eV



The following is a quantum chemistry calculation of one molecule with the formula CH2N4O, from the OMol25 dataset.

The geometry in XYZ format:
```
8
Properties=species:S:1:pos:R:3
H 0.660 -0.154 -2.026
N -0.239 0.079 -1.803
C -0.333 0.210 -0.536
N -1.324 0.401 0.414
N -1.200 -0.138 1.600
O 0.257 -0.594 1.612
N 0.698 -0.169 0.406
H 1.482 0.366 0.334
```

Computed properties:
Net charge: 0
Molecular weight: 86.05 g/mol
Calculated total energy: -333.38473 hartree
Highest occupied orbital energy: -0.3590 Ha
2S+1: 1
Gap between HOMO and LUMO: 0.3184 Eh
Lowest unoccupied orbital energy: -1.1 eV



Sequential largest force on an atom output: 0.06955; 0.04681; 0.02842; 0.06675; 0.06428; 0.08610; 0.11800; 0.10338; 0.07457; 0.02432; 0.19594; 0.13788 Eh/bohr
Sequential relative energy (zero: lowest compared OMol25 entry of this formula, charge and spin) output: 255.5; 385.1; 0.0; 191.9; 178.8; 30.6; 224.5; 45.7; 195.2; 151.1; 331.3; 428.2 kJ/mol